1.
147
Properties=species:S:1:pos:R:3:forces:R:3 method="wB97M-V/def2-TZVPD" charge=0 largest_force_ev_per_a=3.0 lumo_energy_ev=-0.3 homo_lumo_gap_ev=8.830 relative_energy_ev=0.000
C 5.11180 2.80287 2.76230 0.7 -1.0 -0.3
C 4.06383 1.80999 3.22067 -0.6 -0.2 0.2
C 3.51318 1.30335 1.86798 0.5 0.2 1.5
O 3.65623 2.38804 0.96886 -0.3 0.0 -0.9
C 4.49934 3.37631 1.49289 0.9 1.5 1.9
H 5.97178 2.17526 2.50256 0.2 0.3 -0.1
H 5.45023 3.56515 3.46110 -0.2 0.0 0.1
H 3.25398 2.23978 3.81419 0.1 0.3 -0.1
H 4.47599 0.99892 3.82237 0.0 0.0 -0.1
H 2.46642 1.03480 1.99959 0.0 -0.2 -0.5
H 4.11582 0.43968 1.57606 -0.2 0.0 -0.5
H 3.99173 4.27795 1.86575 -0.9 -0.2 -0.5
H 5.28923 3.79048 0.86484 -0.3 -0.7 -0.7
C -2.30636 -3.85203 -5.14030 -1.2 -0.3 -0.9
C -2.49221 -3.56018 -3.65226 0.7 -0.4 -0.3
C -3.82503 -2.83571 -3.56259 0.5 0.4 -1.1
O -4.13370 -2.38000 -4.89915 -0.1 -0.4 0.2
C -3.06844 -2.72024 -5.79751 0.0 1.1 0.5
H -2.88494 -4.71443 -5.48601 0.4 -0.5 0.5
H -1.29230 -3.92823 -5.52843 0.1 0.0 0.3
H -1.63501 -2.95250 -3.35995 -0.2 0.1 0.3
H -2.52780 -4.46612 -3.05026 0.3 0.0 0.0
H -3.74126 -1.93942 -2.94881 -0.3 -0.2 0.4
H -4.59186 -3.53534 -3.23000 -0.3 0.3 0.1
H -2.43278 -1.83550 -5.90329 0.0 0.0 -0.2
H -3.52397 -2.97593 -6.75346 0.1 0.0 0.0
C 1.00789 0.18335 5.00234 0.0 -0.8 -0.8
C -0.11571 0.64957 5.89728 0.7 0.1 0.1
O 0.37842 0.22140 7.18268 0.0 -0.1 1.1
S 1.92864 0.51191 7.33488 1.2 0.1 0.6
O 2.59840 -0.53799 8.08673 -1.3 1.1 -1.4
O 2.16970 1.86742 7.75858 -0.4 -1.3 -0.8
O 2.21838 0.32998 5.73658 0.6 0.5 1.5
H 1.13233 0.73031 4.07025 -0.2 0.0 0.1
H 0.92164 -0.88719 4.80217 -0.2 0.1 -0.3
H -1.04288 0.10227 5.77463 -0.1 0.3 -0.3
H -0.19712 1.73571 5.85773 -0.4 0.0 0.2
C 2.83309 -3.20747 5.18651 -0.6 -0.5 -0.1
C 4.25029 -2.69730 4.87318 -1.5 0.6 0.2
O 4.33918 -2.71594 3.44846 0.1 -0.3 -1.2
S 2.90971 -2.73143 2.66983 0.2 0.6 1.9
O 2.99961 -3.53342 1.48411 -0.2 0.5 1.6
O 2.38724 -1.38620 2.58285 0.5 -1.4 -0.1
O 2.15832 -3.44904 3.94647 0.1 0.0 -2.2
H 2.19223 -2.51047 5.72304 0.4 0.0 0.4
H 2.85577 -4.18679 5.66134 0.0 0.2 0.3
H 4.95826 -3.35256 5.37035 0.5 0.1 -0.6
H 4.32003 -1.66832 5.22124 0.4 0.0 0.0
C 0.82836 1.18235 -7.44112 -0.3 -0.7 -0.8
C 1.11099 -0.32973 -7.72482 -0.5 0.3 0.7
O 0.99984 -0.97603 -6.45582 -0.2 -0.2 1.7
S 0.54946 -0.02135 -5.24679 0.1 0.5 0.2
O 1.69336 0.36081 -4.46486 -0.7 -0.4 -0.6
O -0.62398 -0.49207 -4.56584 1.0 0.3 -0.9
O 0.12601 1.21222 -6.19940 0.1 -0.4 0.5
H 0.10972 1.53274 -8.17874 0.2 0.2 0.0
H 1.71225 1.81644 -7.44519 0.1 -0.1 0.3
H 2.10665 -0.58195 -8.08033 -0.1 0.3 -0.4
H 0.29708 -0.78494 -8.28841 0.3 0.2 -0.5
C 0.92507 -6.08405 -3.43083 -1.6 -1.6 0.5
C 1.85643 -6.04748 -2.25365 1.0 -0.8 -0.5
O 1.75858 -4.70209 -1.87078 0.1 2.3 -0.2
S 1.78066 -3.74777 -3.21152 2.0 -1.5 0.6
O 3.15561 -3.57442 -3.63093 -1.9 -0.3 0.2
O 0.97986 -2.58642 -3.01580 -0.2 -0.7 0.0
O 1.05648 -4.86421 -4.12462 0.4 1.4 -0.3
H -0.08079 -6.17376 -3.00617 -0.1 0.5 -0.2
H 0.98586 -6.92809 -4.11702 0.7 0.2 -0.1
H 2.89190 -6.30691 -2.50053 0.0 0.2 -0.2
H 1.57406 -6.70902 -1.43734 -0.4 0.3 0.1
C -6.93548 1.22209 -1.84363 0.3 0.3 0.3
C -6.31087 2.59170 -1.55471 -1.2 0.3 -0.6
O -4.90467 2.45337 -1.68562 1.0 -0.3 0.3
S -4.44275 0.92445 -1.96308 -0.6 -0.4 -0.2
O -4.19279 0.26103 -0.70876 -0.6 0.6 -1.0
O -3.41998 0.83323 -2.97737 -1.8 0.5 1.0
O -5.92325 0.52750 -2.55004 1.8 -0.7 -0.2
H -7.77662 1.33879 -2.52114 -0.1 -0.3 0.2
H -7.18832 0.68638 -0.92862 -0.1 -0.1 -0.1
H -6.66766 2.99379 -0.60731 0.7 -0.1 0.3
H -6.66235 3.28521 -2.31886 0.4 0.1 -0.1
C -2.32232 -4.93033 2.44401 0.2 0.1 0.0
C -2.20721 -3.48250 1.99757 -0.5 -0.5 1.0
O -1.05420 -3.46151 1.18047 0.7 -0.3 -0.9
S -0.81826 -4.85907 0.40498 0.1 -0.5 -0.5
O 0.53415 -5.28994 0.64607 -1.6 0.3 0.3
O -1.24415 -4.84336 -0.98308 0.1 0.3 2.0
O -1.94071 -5.66534 1.27352 0.6 0.0 -1.0
H -3.35248 -5.12845 2.73310 0.0 -0.4 -0.3
H -1.64568 -5.24218 3.23958 0.0 0.4 0.1
H -2.06868 -2.84851 2.87114 0.2 0.3 -0.3
H -3.10875 -3.20155 1.45325 0.2 0.2 -0.2
C 0.50611 -1.27514 -0.34272 -0.3 -0.9 0.5
C -0.90996 -1.27221 -0.89182 0.0 0.9 -0.8
O -1.76945 -0.80480 0.18740 0.6 0.5 1.6
S -0.93881 0.23130 1.14496 1.8 -0.4 -1.8
O -1.00560 -0.15734 2.52840 -0.4 0.3 -1.2
O -1.11278 1.62628 0.76165 -0.5 -1.9 0.8
O 0.51232 -0.15832 0.51506 -0.6 1.8 1.2
H 1.27843 -1.18198 -1.10051 -0.2 0.3 -0.1
H 0.75807 -2.11345 0.30826 -0.2 -0.4 -0.4
H -1.26232 -2.20001 -1.33453 -0.1 -0.2 0.6
H -1.04319 -0.49760 -1.65196 0.4 -0.1 -0.3
C -0.72249 3.93283 2.70244 0.2 -0.2 -1.4
C 0.72505 3.45543 2.66007 -0.4 -1.9 -0.6
O 1.19304 3.64806 3.96898 0.3 1.8 1.5
S 0.63790 5.12010 4.49788 -0.1 -1.2 0.2
O 1.46898 6.16147 3.98216 -0.8 -0.5 -0.4
O 0.42510 5.09172 5.91483 -0.2 -0.4 -1.3
O -0.80378 4.93064 3.69925 1.2 1.0 1.2
H -1.40845 3.10913 2.90591 0.0 0.1 0.5
H -0.98776 4.33112 1.72215 -0.1 0.3 0.2
H 1.36687 3.79759 1.84924 0.0 0.8 0.4
H 0.72113 2.36887 2.53090 -0.1 0.1 0.0
C -1.54191 3.03732 -1.88691 -0.5 -0.4 -0.3
C -0.27233 2.73190 -2.68443 -0.4 0.8 0.5
O 0.71650 3.57620 -2.08817 1.0 0.7 0.3
S 0.10434 4.85659 -1.26259 1.2 -2.0 0.1
O -0.14943 5.90976 -2.21084 -0.1 -0.9 1.3
O 0.88995 5.05056 -0.04696 -1.7 0.0 -2.5
O -1.18360 3.96637 -0.88059 -0.3 1.7 0.6
H -1.83696 2.12851 -1.37036 -0.2 0.3 0.1
H -2.35388 3.38886 -2.52156 0.0 0.3 0.2
H -0.36498 3.00221 -3.73389 0.0 -0.3 -0.1
H -0.07899 1.67671 -2.50348 0.8 0.1 -0.4
C -4.19799 1.95467 2.05557 -1.2 -0.8 -1.6
C -5.05605 3.03927 2.65869 0.7 0.3 -0.6
O -4.42429 3.22410 3.91594 -0.1 0.4 1.9
S -4.06983 1.79106 4.61287 -0.3 1.1 -1.1
O -5.28512 1.21956 5.11749 1.0 0.1 -0.2
O -2.88999 1.88541 5.45205 -1.9 -0.1 -1.8
O -3.77968 1.18073 3.14023 1.4 -1.6 1.9
H -3.38329 2.23777 1.38833 0.4 0.4 0.7
H -4.79338 1.28140 1.43281 -0.1 0.1 0.0
H -6.10747 2.75105 2.69215 0.0 0.0 0.6
H -4.95952 3.97354 2.10770 0.0 0.1 0.2
C 3.47315 2.31893 -2.22603 -0.7 -0.3 0.6
C 4.21401 1.00094 -2.39327 -1.1 0.4 -0.7
O 5.48376 1.27038 -1.87024 1.8 0.6 -0.3
S 5.99390 2.76032 -2.32095 -1.1 -0.3 1.2
O 6.68100 2.82636 -3.58998 -1.0 -0.3 1.5
O 6.59989 3.28312 -1.12082 -0.4 -0.2 -1.6
O 4.45597 3.30998 -2.50740 1.7 0.5 -0.4
H 3.07744 2.47452 -1.22051 0.4 -0.1 0.1
H 2.62254 2.44919 -2.88967 0.4 -0.1 -0.4
H 4.27806 0.77772 -3.46166 0.0 -0.4 0.1
H 3.76199 0.18746 -1.83087 0.1 0.0 0.0

***

2.
121
Properties=species:S:1:pos:R:3:forces:R:3 method="wB97M-V/def2-TZVPD" charge=0 largest_force_ev_per_a=19.1 lumo_energy_ev=-0.5 homo_lumo_gap_ev=7.744 relative_energy_ev=26.254
Ba -0.59381 -0.88409 2.38355 -16.3 -9.9 -1.2
O 0.81049 0.28577 1.01652 -2.5 -0.3 -4.2
C 0.38980 -0.17928 -0.21133 -0.2 -1.8 0.3
C -1.05662 -0.87085 -0.39256 0.5 -0.6 0.7
O -1.42892 -1.97525 0.45850 0.2 2.3 -2.8
H 1.07837 -0.97475 -0.49627 -0.4 0.1 -0.1
H 0.58237 0.53558 -1.01133 -0.6 0.5 -0.4
H -1.02855 -1.11176 -1.45523 -0.4 -0.8 0.7
H -1.83272 -0.11331 -0.50161 0.2 -0.2 1.0
O 0.74860 -2.30044 2.12638 8.0 -6.9 -1.2
S 2.05130 -2.96252 2.17098 3.6 -1.2 -0.4
O 2.11344 -4.41184 1.97092 2.5 2.9 0.7
O 3.07805 -2.28267 1.05588 -1.8 -3.4 1.7
C 3.03035 -0.90399 0.88472 3.2 1.6 1.6
C 4.47028 -0.33566 1.24376 0.6 -0.8 -2.0
C 2.90334 -2.54038 3.74382 -1.0 -0.7 -1.2
H 2.39356 -0.44097 1.63852 0.1 -1.1 -2.1
H 2.74810 -0.68921 -0.14596 0.0 -0.2 0.7
H 5.26521 -0.81771 0.67471 -0.1 0.1 -0.5
H 4.74146 -0.27188 2.29756 1.0 -1.6 -1.8
H 4.36031 0.71945 0.99325 1.5 -1.5 0.6
H 2.47993 -3.20960 4.49280 0.2 -0.1 -0.1
H 2.66445 -1.50499 3.98673 0.7 -1.1 0.0
H 3.92600 -2.78498 3.45673 0.1 0.3 0.6
O -0.37042 3.42100 2.11882 -3.1 -1.2 1.6
S -1.18541 2.19459 2.24778 -3.1 3.4 -1.0
O -0.55478 0.97134 2.76908 -3.2 15.0 3.4
O -2.61273 2.53121 3.10588 2.9 -2.0 -0.5
C -3.36469 3.69464 2.75618 0.3 1.1 0.2
C -4.73880 3.55985 3.35145 -0.4 -0.1 0.2
C -1.93028 1.82418 0.56453 0.9 0.1 1.9
H -3.40261 3.82805 1.67504 -0.1 -0.2 -0.1
H -2.86638 4.57739 3.15686 0.2 0.0 0.0
H -5.35194 4.34025 2.90077 -0.3 -0.3 -0.3
H -4.83856 3.73579 4.42252 0.7 0.0 0.1
H -5.11102 2.54590 3.20496 -0.3 0.2 -0.4
H -2.62568 0.98864 0.64448 0.1 0.5 0.4
H -1.06014 1.54208 -0.02826 -0.6 -0.1 0.4
H -2.34613 2.75118 0.16979 -0.3 -0.3 0.5
O 2.51524 3.98740 1.30224 0.0 2.2 -3.1
S 2.08051 3.95608 -0.09232 -1.6 -0.5 -1.2
O 1.82031 5.15196 -0.89862 1.5 -2.0 1.5
O 3.09919 2.91735 -0.93030 -0.7 3.6 -0.5
C 3.25969 1.61547 -0.46933 -1.4 -0.9 -1.2
C 3.97642 0.77049 -1.53677 0.8 1.6 -0.1
C 0.46996 2.98358 -0.23878 2.1 0.8 0.6
H 2.23779 1.24441 -0.39102 0.3 -0.4 0.4
H 3.79338 1.62567 0.48102 -0.8 1.0 -1.1
H 4.88292 1.36425 -1.65427 0.8 -0.7 -0.1
H 3.57551 0.80589 -2.54975 -0.7 0.1 0.3
H 4.13752 -0.27091 -1.25818 0.3 0.5 -0.1
H 0.43407 2.44610 -1.18637 0.7 0.3 0.3
H -0.37746 3.66742 -0.19067 1.2 0.6 0.2
H 0.37705 2.33267 0.63057 1.0 0.2 -1.7
O -4.16722 -3.92668 -0.92008 -0.9 1.7 -2.0
S -4.01635 -3.19514 -2.18884 1.8 -1.6 0.6
O -4.61341 -3.72962 -3.42656 0.5 1.7 2.3
O -4.39780 -1.57066 -1.97702 -0.6 -2.0 -1.6
C -4.11582 -1.03102 -0.71306 -0.1 1.6 0.4
C -4.48493 0.47964 -0.81241 -0.7 -0.5 0.2
C -2.18923 -3.01449 -2.44971 -3.2 0.3 -0.3
H -3.04516 -1.07809 -0.51414 -0.9 -0.7 0.2
H -4.67323 -1.57179 0.05177 0.0 0.2 0.1
H -5.54144 0.68223 -0.98804 -0.1 -0.5 -0.2
H -3.94303 0.97995 -1.61499 0.1 -0.1 0.1
H -4.30651 1.00342 0.12670 0.1 -0.2 0.0
H -2.06280 -2.22613 -3.19174 -0.7 -0.6 0.4
H -1.89977 -3.99135 -2.83709 0.2 0.3 0.2
H -1.78288 -2.72331 -1.48111 -0.6 -0.6 -0.2
O 3.61473 0.22966 3.14720 -2.3 1.4 5.0
S 2.24573 0.57918 3.32982 -1.2 6.8 0.1
O 1.17227 -0.37814 3.26398 7.0 0.9 5.7
O 2.07425 1.45297 4.74870 2.0 -1.2 -0.9
C 0.79350 1.65694 5.23530 -2.4 0.8 2.5
C 0.70579 2.39856 6.66579 0.9 -0.4 -1.2
C 1.81412 1.88138 2.14393 3.2 -0.9 1.9
H 0.31703 0.68647 5.37405 -0.3 0.0 -0.2
H 0.19265 2.28951 4.58190 0.2 -0.1 -0.2
H 1.29866 3.31146 6.60890 0.3 -0.1 0.2
H 1.01484 1.77110 7.50178 0.4 0.0 -0.2
H -0.29087 2.74487 6.93934 -0.3 -0.3 -0.6
H 0.76850 2.18921 2.14950 3.3 -0.1 0.9
H 1.99327 1.40446 1.18031 0.1 0.6 1.3
H 2.60344 2.62716 2.23821 -0.6 -0.6 1.4
O -1.77144 -5.06124 -0.75838 2.7 -1.6 1.1
S -0.52018 -5.42008 -0.06948 0.0 1.3 1.4
O -0.10107 -6.81561 0.23387 -0.7 3.2 -1.7
O 0.77617 -4.55139 -0.86764 -0.5 -2.2 0.2
C 0.73803 -3.14554 -1.01467 0.0 1.2 -0.9
C 1.69914 -2.53829 -2.08839 1.0 -1.9 1.1
C -0.38766 -4.44894 1.49705 -1.7 -1.3 -1.3
H 0.98704 -2.62443 -0.09026 -0.3 -0.7 -0.1
H -0.24846 -2.81507 -1.33984 0.6 -0.5 0.5
H 1.61500 -1.45211 -2.12364 0.4 -0.9 0.8
H 1.41506 -2.87475 -3.08549 1.0 -0.5 0.6
H 2.74940 -2.71190 -1.85405 0.2 -0.5 0.0
H -0.60601 -3.41606 1.22574 -0.3 -0.8 -0.5
H 0.63726 -4.56677 1.84881 -2.2 -1.0 -0.4
H -1.15864 -4.76821 2.19830 0.0 -0.4 -0.1
N -0.30605 -2.14492 -3.85961 2.2 2.3 -0.7
C 0.16292 -2.54633 -5.06201 -1.0 0.1 0.6
C 1.09638 -1.88769 -5.81261 0.2 1.8 1.1
C 1.61427 -0.66929 -5.23771 -0.4 -1.3 0.1
C 1.28955 -0.28065 -3.91948 -0.9 -1.2 -2.3
C 0.27863 -1.05326 -3.28568 -0.5 0.2 -2.8
H -0.33902 -3.42271 -5.44466 0.0 -0.3 -0.1
H 1.30507 -2.26263 -6.80371 0.4 0.3 0.0
H 2.27881 -0.09092 -5.86243 0.2 0.2 0.2
H 1.81901 0.56511 -3.50624 -0.4 0.1 0.3
H -0.07039 -0.79432 -2.29698 0.4 0.2 -1.1
N -1.27965 3.75916 -3.16979 -0.6 -0.8 0.6
C -1.43189 2.80705 -2.19095 -0.4 -0.4 -3.7
C -1.64994 1.43998 -2.53287 0.2 1.7 -1.0
C -1.78762 1.09262 -3.89820 -0.5 1.9 0.4
C -1.78017 2.13622 -4.88408 0.4 -0.6 1.3
C -1.47666 3.44692 -4.48414 -0.2 -1.1 2.3
H -1.29315 3.10851 -1.16320 -0.9 0.2 -1.6
H -1.70427 0.70575 -1.74271 -0.1 0.2 -0.7
H -2.01879 0.06017 -4.11497 0.1 0.0 -0.4
H -1.98914 1.93312 -5.92402 0.1 -0.2 0.0
H -1.43768 4.29875 -5.14691 0.1 -0.1 -0.3